Entry 1:
The following is a DFT calculation (ωB97M-V/def2-TZVPD) of a molecular structure, C34H31N5OPbS2SbSe4Te.

```
80
Properties=species:S:1:pos:R:3:mulliken_charge:R:1
Pb -0.795 0.264 0.063 1.675
C 3.280 -0.501 -2.192 -1.436
C 2.265 -0.020 -1.197 0.627
N 1.018 0.005 -1.496 0.929
N 0.685 -0.397 -2.785 -0.558
C -0.308 -1.202 -2.850 0.023
S -1.240 -1.895 -1.550 -0.501
S -0.859 -1.659 -4.472 -0.153
C -0.196 -0.261 -5.428 -1.092
C -0.878 1.033 -5.075 0.225
C -0.178 2.052 -4.439 0.182
C -0.823 3.234 -4.095 -1.052
C -2.171 3.404 -4.368 -0.465
C -2.879 2.386 -5.000 -0.754
C -2.232 1.213 -5.352 -0.047
C 2.705 0.414 0.141 -0.025
C 3.889 1.155 0.230 -0.875
C 4.363 1.628 1.436 -0.847
C 3.658 1.319 2.599 -0.563
C 2.505 0.568 2.541 -0.312
C 1.973 0.112 1.317 0.396
O 0.843 -0.567 1.328 -0.860
H 2.994 -1.488 -2.557 0.379
H 4.270 -0.550 -1.747 0.463
H 3.292 0.175 -3.048 0.272
H -0.377 -0.538 -6.468 0.458
H 0.876 -0.199 -5.261 0.392
H 0.868 1.919 -4.188 -0.035
H -0.263 4.020 -3.604 0.936
H -2.673 4.321 -4.086 0.410
H -3.934 2.509 -5.214 0.394
H -2.786 0.411 -5.829 0.361
H 4.412 1.408 -0.685 0.383
H 5.257 2.235 1.473 0.387
H 4.011 1.683 3.557 0.361
H 1.949 0.326 3.440 0.468
Se 3.167 3.143 -3.073 -0.569
Sb 2.138 4.708 -1.602 0.122
Se 1.359 3.516 0.709 0.271
Se -0.239 3.771 -1.037 -0.096
Se 1.064 5.255 2.164 -0.597
N -3.396 -0.404 3.271 0.004
C -2.721 0.839 3.021 -0.400
C -1.536 1.118 3.696 0.364
C -0.967 2.372 3.550 -0.511
C -1.596 3.287 2.717 -0.416
C -2.754 2.898 2.065 -0.679
N -3.323 1.698 2.215 -0.268
C -2.838 -1.624 2.927 0.490
C -3.264 -2.776 3.609 -1.141
C -2.700 -3.985 3.279 -0.329
C -1.728 -4.039 2.284 -1.203
C -1.391 -2.862 1.651 -0.461
N -1.943 -1.677 1.945 0.535
H -3.866 -0.416 4.162 0.314
H -1.081 0.357 4.317 0.320
H -0.051 2.653 4.057 0.430
H -1.173 4.274 2.575 0.565
H -3.262 3.581 1.392 0.431
H -4.015 -2.696 4.385 0.437
H -3.008 -4.885 3.798 0.408
H -1.254 -4.967 2.000 0.455
H -0.649 -2.847 0.864 0.434
C -4.241 -0.631 -3.195 -0.524
Te -4.135 0.959 -1.768 0.137
C -4.500 -0.570 -0.317 -0.261
C -4.921 -1.795 -1.079 0.278
C -5.397 -2.918 -0.407 -0.543
C -5.761 -4.058 -1.104 -0.721
C -5.650 -4.084 -2.488 -0.559
C -5.173 -2.971 -3.162 -0.680
C -4.805 -1.822 -2.467 0.671
H -3.236 -0.844 -3.554 -0.323
H -4.867 -0.334 -4.036 0.683
H -5.253 -0.235 0.393 0.639
H -3.583 -0.758 0.241 -0.519
H -5.472 -2.893 0.675 0.439
H -6.130 -4.925 -0.569 0.393
H -5.932 -4.971 -3.041 0.397
H -5.072 -2.993 -4.241 0.434
```

## Properties
Lowest unoccupied orbital energy: 2.05 eV
Relative energy (zero: lowest compared OMol25 entry of this formula, charge and spin): 32.87 kJ/mol
2S+1: 1
Kohn-Sham gap: 6.6 eV
Net charge: -1



Entry 2:
The following is a DFT calculation (ωB97M-V/def2-TZVPD) of a molecular structure, C34H32Cl2CoF3N4O3S2Te.

```
82
Properties=species:S:1:pos:R:3:lowdin_spin:R:1
Co -10.297 -12.375 14.256 1.913
C -11.513 -8.567 17.456 0.003
S -10.497 -8.052 16.055 0.011
C -10.071 -9.557 15.150 0.048
S -11.480 -10.601 14.856 0.072
N -8.960 -10.231 15.745 0.543
N -8.936 -11.493 15.338 0.262
C -7.833 -12.235 15.647 0.361
C -7.785 -13.487 14.984 0.101
C -6.752 -14.446 15.070 0.085
C -6.929 -15.630 14.395 0.044
C -8.071 -15.854 13.619 0.126
C -9.054 -14.873 13.587 0.019
N -8.919 -13.700 14.236 0.174
H -11.179 -7.994 18.314 0.000
H -11.288 -9.612 17.729 0.002
H -12.571 -8.373 17.227 0.000
H -6.999 -11.715 16.114 0.015
H -5.875 -14.234 15.698 0.002
H -6.174 -16.405 14.528 0.000
H -8.234 -16.725 13.029 0.009
H -9.989 -14.963 13.037 0.002
F -10.106 -10.806 11.904 0.040
C -9.513 -11.909 12.397 0.194
F -9.695 -12.956 11.533 0.030
F -8.166 -11.717 12.424 0.029
Cl -5.874 -8.818 13.423 0.002
C -7.495 -8.471 12.739 0.002
Cl -7.435 -7.236 11.472 0.000
C -8.513 -8.083 13.908 0.008
O -8.332 -7.164 14.650 -0.001
O -9.627 -8.906 13.868 0.051
H -7.794 -9.359 12.225 0.000
C -17.133 -11.504 6.683 0.000
C -16.302 -12.020 7.794 0.000
C -15.027 -11.533 8.080 0.000
C -14.345 -11.946 9.245 0.000
C -12.981 -11.386 9.538 0.001
C -14.954 -12.871 10.157 0.014
Te -13.983 -13.346 12.038 0.016
N -11.755 -13.539 13.967 0.639
C -12.133 -14.405 14.930 0.049
O -11.792 -14.203 16.129 0.113
C -12.915 -15.659 14.715 0.009
C -13.113 -16.332 13.514 0.001
C -13.828 -17.505 13.490 0.000
C -14.320 -18.120 14.637 -0.003
C -14.147 -17.461 15.837 0.001
C -13.409 -16.276 15.885 0.001
C -15.420 -12.456 13.570 0.003
C -15.982 -13.291 14.565 0.000
C -16.696 -12.710 15.602 0.000
C -16.892 -11.333 15.691 0.000
C -16.326 -10.525 14.756 0.000
C -15.593 -11.047 13.671 0.000
C -14.881 -10.162 12.681 0.001
C -16.202 -13.437 9.810 0.002
C -16.830 -14.499 10.696 0.000
C -16.825 -13.026 8.596 0.001
H -16.567 -10.728 6.148 0.000
H -18.064 -11.046 7.020 0.000
H -17.337 -12.360 6.027 0.000
H -14.568 -10.756 7.468 0.000
H -12.578 -10.797 8.665 0.000
H -12.187 -12.127 9.826 0.000
H -13.036 -10.651 10.370 0.000
H -12.728 -15.980 12.574 0.001
H -13.975 -18.018 12.541 0.000
H -14.784 -19.092 14.517 0.000
H -14.655 -17.863 16.744 0.000
H -13.250 -15.768 16.823 0.001
H -15.923 -14.377 14.487 0.000
H -17.074 -13.293 16.436 0.000
H -17.448 -10.906 16.518 0.000
H -16.384 -9.413 14.836 0.000
H -15.048 -9.069 12.891 0.000
H -15.230 -10.429 11.682 0.000
H -13.800 -10.325 12.654 0.001
H -16.222 -15.433 10.742 0.000
H -17.833 -14.716 10.311 0.000
H -16.933 -14.143 11.740 0.000
H -17.828 -13.427 8.367 0.000
```

## Properties
Lowest unoccupied orbital energy (spin up / spin down): 2.03 / 0.59 eV
Relative energy (zero: lowest compared OMol25 entry of this formula, charge and spin): 5.22 kJ/mol
2S+1: 6
Kohn-Sham gap (spin up / spin down): 5.4 / 5.7 eV
Net charge: -1



Entry 3:
The following is a DFT calculation (ωB97M-V/def2-TZVPD) of a molecular structure, C34H32F4N2O3PdS.

```
77
Properties=species:S:1:pos:R:3:mulliken_charge:R:1
Pd -0.868 -0.784 1.227 0.828
C -4.236 0.376 -0.960 -0.987
C -4.230 -0.606 0.209 -1.028
N -3.115 -1.561 0.297 1.095
C -2.782 -2.192 -0.982 -0.836
C -3.907 -2.990 -1.644 -1.508
C -3.374 -2.494 1.387 -1.438
C -2.242 -3.478 1.612 -0.610
N -0.982 -2.806 1.925 -0.076
C 0.063 -3.540 2.410 -0.082
C 1.261 -2.919 2.862 0.137
F 1.384 -1.590 2.794 -0.082
C 2.327 -3.608 3.379 -0.274
F 3.409 -2.915 3.782 -0.327
C 2.324 -4.981 3.501 -0.438
C 1.190 -5.624 3.066 -0.159
F 1.129 -6.967 3.142 -0.323
C 0.109 -4.953 2.540 0.908
F -0.914 -5.724 2.109 -0.321
H -5.158 0.959 -0.868 0.433
H -4.286 -0.156 -1.910 0.312
H -3.201 1.887 -0.335 0.221
H -5.185 -1.155 0.153 0.379
H -4.234 -0.036 1.140 0.586
H -1.932 -2.850 -0.810 0.483
H -2.426 -1.405 -1.648 0.449
H -4.268 -3.786 -0.990 0.290
H -3.532 -3.453 -2.559 0.437
H -4.756 -2.358 -1.913 0.282
H -4.305 -3.059 1.217 0.434
H -3.501 -1.902 2.294 0.371
H -2.153 -4.141 0.743 0.471
H -2.547 -4.103 2.450 0.585
H 3.166 -5.522 3.907 0.499
C 3.152 4.976 3.491 -1.426
C 1.994 4.067 3.170 0.977
C 2.200 2.719 2.885 -0.982
C 1.137 1.892 2.551 -0.416
C -0.143 2.424 2.533 -0.159
C -0.382 3.761 2.809 -0.579
C 0.693 4.571 3.138 -0.588
S -1.466 1.376 1.964 1.805
O -1.698 0.371 3.044 -0.735
O -2.611 2.239 1.677 -0.832
O -3.113 1.243 -1.048 -0.314
H 4.105 4.489 3.283 0.350
H 3.142 5.262 4.546 0.313
H 3.099 5.894 2.903 0.353
H 3.207 2.315 2.914 0.351
H 1.293 0.847 2.307 0.322
H -1.393 4.146 2.761 0.505
H 0.521 5.619 3.363 0.390
C 0.262 -0.125 -0.298 -0.743
C 0.827 0.358 -1.292 -0.148
C 1.441 0.880 -2.378 0.602
C 2.591 0.174 -2.939 0.426
C 3.403 -0.599 -2.101 -0.606
C 4.466 -1.311 -2.622 -0.650
C 4.720 -1.283 -3.989 -0.407
C 3.912 -0.532 -4.833 -0.780
C 2.858 0.198 -4.314 -0.158
C 0.912 2.119 -2.945 0.313
C -0.433 2.453 -2.730 -0.244
C -0.945 3.629 -3.243 -0.706
C -0.124 4.497 -3.955 -0.366
C 1.217 4.188 -4.153 -0.765
C 1.733 3.006 -3.656 -0.322
H 3.191 -0.621 -1.039 0.490
H 5.100 -1.890 -1.962 0.412
H 5.543 -1.857 -4.396 0.386
H 4.103 -0.519 -5.897 0.405
H 2.204 0.752 -4.975 0.555
H -1.072 1.770 -2.178 0.453
H -1.989 3.868 -3.091 0.446
H -0.529 5.420 -4.353 0.391
H 1.858 4.872 -4.694 0.407
H 2.785 2.781 -3.780 0.568
```

## Properties
Lowest unoccupied orbital energy: -2.32 eV
Relative energy (zero: lowest compared OMol25 entry of this formula, charge and spin): 148.32 kJ/mol
2S+1: 1
Kohn-Sham gap: 4.5 eV



Entry 4:
The following is a DFT calculation (ωB97M-V/def2-TZVPD) of a molecular structure, C34H33AgNP.

```
70
Properties=species:S:1:pos:R:3:nbo_charge:R:1
Ag 0.426 0.890 0.021 0.671
C -5.620 1.370 3.665 -0.231
C -5.754 0.382 2.698 -0.235
C -4.751 0.181 1.756 -0.211
C -3.594 0.960 1.765 -0.338
C -3.466 1.936 2.755 -0.126
C -4.472 2.150 3.689 -0.239
P -2.112 0.761 0.656 0.843
C -2.332 -1.013 0.219 -0.322
C -2.457 -1.473 -1.090 -0.213
C -2.575 -2.832 -1.357 -0.212
C -2.573 -3.753 -0.321 -0.242
C -2.439 -3.306 0.988 -0.242
C -2.315 -1.951 1.253 -0.142
C -2.702 1.606 -0.870 -0.313
C -3.970 2.131 -0.963 -0.241
C -4.390 2.827 -2.117 -0.235
C -3.549 2.958 -3.180 -0.193
C -2.243 2.411 -3.140 -0.109
C -1.392 2.493 -4.267 -0.249
C -0.149 1.927 -4.211 -0.218
C 0.310 1.309 -3.028 -0.301
C -0.440 1.221 -1.868 -0.363
C -1.777 1.753 -1.959 -0.005
H -6.401 1.523 4.401 0.193
H -6.643 -0.239 2.678 0.194
H -4.872 -0.586 1.000 0.216
H -2.545 2.509 2.802 0.230
H -4.347 2.908 4.453 0.205
H -2.446 -0.760 -1.904 0.229
H -2.659 -3.174 -2.383 0.195
H -2.665 -4.813 -0.531 0.192
H -2.419 -4.018 1.805 0.199
H -2.190 -1.609 2.274 0.216
H -4.667 2.013 -0.145 0.212
H -5.391 3.242 -2.158 0.190
H -3.870 3.477 -4.078 0.185
H -1.742 2.997 -5.162 0.181
H 0.504 1.975 -5.078 0.184
H 1.320 0.911 -3.030 0.193
C 1.397 -1.744 2.608 -0.594
C 1.810 -1.031 3.897 -0.217
C 3.328 -1.194 4.086 -0.602
C 1.420 0.438 4.078 -0.173
C 1.242 0.819 5.397 -0.207
C 0.955 2.126 5.798 -0.421
C 0.859 3.081 4.777 -0.208
C 1.023 2.785 3.436 -0.174
C 0.900 3.958 2.472 -0.217
C -0.392 3.920 1.645 -0.593
C 2.123 4.128 1.563 -0.620
C 1.315 1.406 2.960 0.286
N 1.508 1.080 1.715 -1.173
H 1.554 -2.829 2.725 0.154
H 1.968 -1.377 1.761 0.242
H 0.349 -1.563 2.374 0.204
H 1.320 -1.575 4.715 0.165
H 3.845 -0.633 3.300 0.212
H 3.631 -2.249 4.018 0.165
H 3.646 -0.798 5.053 0.193
H 1.322 0.047 6.167 0.160
H 0.806 2.386 6.841 0.168
H 0.653 4.117 5.055 0.161
H 0.839 4.857 3.099 0.163
H -0.386 3.061 0.976 0.217
H -0.502 4.829 1.036 0.174
H -1.261 3.839 2.304 0.179
H 2.261 3.215 0.984 0.261
H 3.022 4.297 2.164 0.184
H 1.991 4.983 0.884 0.164
```

## Properties
Lowest unoccupied orbital energy: 4.60 eV
2S+1: 1
Kohn-Sham gap: 3.6 eV
Net charge: -2



Entry 5:
The following is a DFT calculation (ωB97M-V/def2-TZVPD) of a molecular structure, C34H33MoN2PS3.

```
74
Properties=species:S:1:pos:R:3:lowdin_spin:R:1
Mo -1.072 -0.375 0.942 1.635
C 0.563 -2.613 0.956 0.057
C 1.168 -1.691 1.787 0.034
C 0.197 -1.263 2.774 -0.015
C -0.953 -2.071 2.627 0.004
C -0.797 -2.787 1.409 -0.022
C -1.642 -3.932 0.934 -0.004
C -1.961 -2.289 3.718 0.002
C 0.523 -0.474 4.004 -0.001
C 2.615 -1.338 1.772 0.004
C 1.245 -3.443 -0.082 0.008
H -1.930 -3.816 -0.113 -0.001
H -2.549 -4.042 1.523 0.000
H -1.075 -4.861 1.021 -0.002
H -2.609 -1.425 3.887 0.000
H -1.429 -2.477 4.652 0.000
H -2.583 -3.162 3.518 0.000
H -0.384 -0.204 4.544 0.000
H 1.052 0.447 3.758 0.000
H 1.162 -1.062 4.668 -0.001
H 2.815 -0.438 2.350 0.000
H 2.975 -1.189 0.756 0.000
H 3.191 -2.162 2.204 0.002
H 0.529 -4.018 -0.669 0.000
H 1.931 -4.144 0.402 0.004
H 1.824 -2.828 -0.771 0.001
C -4.842 -2.556 0.355 0.002
C -5.050 -2.388 -1.013 0.017
C -4.263 -1.479 -1.686 0.000
C -3.257 -0.788 -1.008 0.021
N -2.917 -1.139 0.262 0.007
C -3.767 -1.928 0.936 0.014
C -2.651 0.455 -1.438 0.010
C -3.042 1.119 -2.599 -0.001
C -2.676 2.436 -2.793 0.014
C -1.972 3.093 -1.794 -0.002
C -1.549 2.409 -0.663 0.011
C -1.805 1.051 -0.471 -0.009
H -5.492 -3.180 0.950 0.000
H -5.836 -2.924 -1.527 0.001
H -4.452 -1.245 -2.723 0.000
H -3.553 -2.059 1.986 0.001
H -3.665 0.625 -3.335 0.000
H -2.981 2.962 -3.689 0.001
H -1.728 4.142 -1.914 0.000
H -1.002 2.954 0.095 0.001
S -2.994 2.513 4.073 0.108
C -2.435 1.418 3.067 0.067
N -2.025 0.580 2.341 0.000
S 0.501 -0.570 -1.445 0.032
P 1.410 1.028 -0.664 0.007
S 0.848 1.436 1.227 -0.011
C 3.230 0.821 -0.740 0.002
C 4.053 1.560 0.101 0.000
C 5.430 1.466 -0.027 0.000
C 5.987 0.636 -0.990 0.000
C 5.165 -0.101 -1.830 0.000
C 3.786 -0.009 -1.707 0.001
C 1.320 2.516 -1.721 0.001
C 1.470 3.778 -1.160 0.000
C 1.527 4.891 -1.985 0.000
C 1.442 4.739 -3.363 0.001
C 1.299 3.476 -3.919 0.000
C 1.239 2.360 -3.099 0.001
H 3.616 2.194 0.864 0.000
H 6.071 2.041 0.630 0.000
H 7.063 0.561 -1.082 0.000
H 5.597 -0.753 -2.578 0.000
H 3.132 -0.588 -2.348 0.001
H 1.517 3.886 -0.083 0.000
H 1.633 5.878 -1.553 0.000
H 1.483 5.610 -4.004 0.000
H 1.232 3.360 -4.993 0.000
H 1.101 1.369 -3.515 0.000
```

## Properties
Lowest unoccupied orbital energy (spin up / spin down): -0.31 / -0.67 eV
Relative energy (zero: lowest compared OMol25 entry of this formula, charge and spin): 64.38 kJ/mol
2S+1: 3
Kohn-Sham gap (spin up / spin down): 6.2 / 6.9 eV



Entry 6:
The following is a DFT calculation (ωB97M-V/def2-TZVPD) of a molecular structure, C34H33N2O5SV.

```
76
Properties=species:S:1:pos:R:3:lowdin_spin:R:1
V -1.559 -0.311 -1.479 2.744
O -1.190 1.748 2.261 0.004
C -1.540 1.125 1.160 0.008
O -1.150 0.016 0.831 0.023
C -2.505 1.889 0.312 0.019
C -3.215 3.018 0.677 -0.003
C -4.127 3.526 -0.246 0.022
C -4.296 2.909 -1.476 -0.005
C -3.527 1.788 -1.765 0.023
N -2.662 1.319 -0.878 0.001
C -3.575 1.005 -3.078 0.008
O -4.235 1.456 -3.997 0.010
O -2.850 -0.058 -3.078 0.030
H -0.546 1.209 2.767 0.000
H -3.067 3.474 1.644 0.000
H -4.710 4.401 0.006 0.001
H -5.000 3.268 -2.213 -0.001
C -0.966 -2.555 -2.663 0.014
C 0.404 -2.614 -2.918 0.009
C 1.287 -2.933 -1.902 0.018
C 0.818 -3.197 -0.619 0.012
C -0.538 -3.131 -0.349 0.019
C -1.433 -2.805 -1.371 0.005
H -1.674 -2.343 -3.456 0.003
H 0.775 -2.431 -3.918 0.000
H 2.349 -2.975 -2.105 0.001
H 1.518 -3.435 0.169 0.000
H -0.909 -3.329 0.647 0.001
H -2.505 -2.808 -1.178 0.002
O 1.937 -1.170 1.732 0.000
S 0.954 -1.770 2.670 0.000
C 0.596 -0.491 3.887 0.000
C 1.418 0.626 3.936 0.000
C 1.132 1.633 4.850 0.000
C 0.036 1.517 5.695 0.000
C -0.784 0.397 5.629 0.000
C -0.510 -0.611 4.717 0.000
C 1.874 -2.856 3.762 0.000
C 3.252 -2.739 3.822 0.000
C 3.960 -3.593 4.656 0.000
C 3.289 -4.545 5.411 0.000
C 1.908 -4.659 5.330 0.000
C 1.192 -3.816 4.494 0.000
H 2.256 0.690 3.253 0.000
H 1.765 2.508 4.898 0.000
H -0.183 2.304 6.403 0.000
H -1.641 0.314 6.283 0.000
H -1.153 -1.480 4.649 0.000
H 3.750 -1.996 3.213 0.000
H 5.037 -3.516 4.714 0.000
H 3.846 -5.209 6.058 0.000
H 1.389 -5.412 5.908 0.000
H 0.116 -3.915 4.408 0.000
C 0.800 2.367 -5.805 0.000
N -0.424 1.866 -5.128 0.001
C -0.452 0.377 -5.096 0.001
C -0.616 2.501 -3.746 0.002
C 0.400 2.059 -2.737 0.009
C 1.553 2.839 -2.589 -0.002
C 2.522 2.502 -1.661 0.016
C 2.338 1.361 -0.887 -0.001
C 1.197 0.595 -1.064 0.017
C 0.160 0.914 -1.955 -0.016
H 0.879 1.898 -6.782 0.000
H 1.657 2.105 -5.189 0.000
H 0.733 3.447 -5.908 0.000
H -1.233 2.168 -5.673 0.000
H 0.391 0.041 -4.497 0.000
H -0.370 0.016 -6.119 0.000
H -1.385 0.057 -4.636 0.001
H -1.627 2.226 -3.466 0.001
H -0.583 3.575 -3.934 0.000
H 1.675 3.737 -3.187 -0.001
H 3.399 3.124 -1.537 0.001
H 3.073 1.069 -0.147 -0.001
H 1.105 -0.277 -0.420 0.002
```

## Properties
Lowest unoccupied orbital energy (spin up / spin down): -2.89 / -2.96 eV
Relative energy (zero: lowest compared OMol25 entry of this formula, charge and spin): 87.12 kJ/mol
2S+1: 4
Kohn-Sham gap (spin up / spin down): 6.9 / 8.0 eV
Net charge: +1